{
  "formula": "C99H209N11O11",
  "method": "ωB97M-V/def2-TZVPD",
  "smiles": "CC1(C)CCCC(C)(C)N1O.CC1(C)CCCC(C)(C)N1O.CC1(C)CCCC(C)(C)N1O.CC1(C)CCCC(C)(C)N1O.CC1(C)CCCC(C)(C)N1O.CC1(C)CCCC(C)(C)N1O.CC1(C)CCCC(C)(C)N1O.CC1(C)CCCC(C)(C)N1O.CC1(C)CCCC(C)(C)N1O.CC1(C)CCCC(C)(C)N1O.CC1(C)CCCC(C)(C)N1O",
  "orbital_gap_ev": 7.888,
  "de_lowest_ev": 11.085,
  "e_tot_ha": -5326.50963,
  "elements": ["C", "C", "C", "C", "C", "C", "C", "C", "C", "N", "O", "H", "H", "H", "H", "H", "H", "H", "H", "H", "H", "H", "H", "H", "H", "H", "H", "H", "H", "H", "C", "C", "C", "C", "C", "C", "C", "C", "C", "N", "O", "H", "H", "H", "H", "H", "H", "H", "H", "H", "H", "H", "H", "H", "H", "H", "H", "H", "H", "H", "C", "C", "C", "C", "C", "C", "C", "C", "C", "N", "O", "H", "H", "H", "H", "H", "H", "H", "H", "H", "H", "H", "H", "H", "H", "H", "H", "H", "H", "H", "C", "C", "C", "C", "C", "C", "C", "C", "C", "N", "O", "H", "H", "H", "H", "H", "H", "H", "H", "H", "H", "H", "H", "H", "H", "H", "H", "H", "H", "H", "C", "C", "C", "C", "C", "C", "C", "C", "C", "N", "O", "H", "H", "H", "H", "H", "H", "H", "H", "H", "H", "H", "H", "H", "H", "H", "H", "H", "H", "H", "C", "C", "C", "C", "C", "C", "C", "C", "C", "N", "O", "H", "H", "H", "H", "H", "H", "H", "H", "H", "H", "H", "H", "H", "H", "H", "H", "H", "H", "H", "C", "C", "C", "C", "C", "C", "C", "C", "C", "N", "O", "H", "H", "H", "H", "H", "H", "H", "H", "H", "H", "H", "H", "H", "H", "H", "H", "H", "H", "H", "C", "C", "C", "C", "C", "C", "C", "C", "C", "N", "O", "H", "H", "H", "H", "H", "H", "H", "H", "H", "H", "H", "H", "H", "H", "H", "H", "H", "H", "H", "C", "C", "C", "C", "C", "C", "C", "C", "C", "N", "O", "H", "H", "H", "H", "H", "H", "H", "H", "H", "H", "H", "H", "H", "H", "H", "H", "H", "H", "H", "C", "C", "C", "C", "C", "C", "C", "C", "C", "N", "O", "H", "H", "H", "H", "H", "H", "H", "H", "H", "H", "H", "H", "H", "H", "H", "H", "H", "H", "H", "C", "C", "C", "C", "C", "C", "C", "C", "C", "N", "O", "H", "H", "H", "H", "H", "H", "H", "H", "H", "H", "H", "H", "H", "H", "H", "H", "H", "H", "H"],
  "xyz": [[10.271, 4.920, -1.037], [9.526, 4.836, 0.345], [10.585, 5.148, 1.503], [8.484, 5.999, 0.361], [7.420, 5.908, 1.423], [6.586, 4.600, 1.169], [7.487, 3.342, 1.315], [7.716, 3.145, 2.877], [6.846, 2.008, 0.728], [8.818, 3.577, 0.679], [9.606, 2.479, 0.653], [11.216, 4.378, -1.088], [9.589, 4.464, -1.755], [10.480, 5.934, -1.379], [10.808, 4.252, 2.081], [11.509, 5.570, 1.106], [10.230, 5.985, 2.105], [8.917, 6.959, 0.642], [8.027, 6.055, -0.627], [7.745, 5.989, 2.460], [6.798, 6.801, 1.373], [5.843, 4.665, 0.375], [5.885, 4.549, 2.002], [8.416, 3.949, 3.106], [8.187, 2.220, 3.208], [6.799, 3.357, 3.425], [7.347, 1.105, 1.077], [6.749, 2.053, -0.357], [5.836, 1.993, 1.137], [9.618, 2.243, -0.277], [7.883, 6.189, -7.566], [7.026, 7.082, -6.581], [7.702, 8.478, -6.561], [5.526, 7.213, -7.160], [4.648, 5.958, -7.059], [4.658, 5.449, -5.606], [6.117, 5.309, -4.978], [5.840, 5.508, -3.472], [6.727, 3.997, -5.377], [6.941, 6.524, -5.185], [8.249, 6.361, -4.784], [8.715, 5.608, -7.168], [7.383, 5.313, -7.981], [8.167, 6.752, -8.455], [8.745, 8.541, -6.252], [7.714, 8.826, -7.594], [7.279, 9.169, -5.832], [5.239, 8.142, -6.667], [5.568, 7.381, -8.236], [3.704, 6.195, -7.550], [4.753, 4.995, -7.559], [4.179, 4.472, -5.542], [4.104, 6.280, -5.169], [5.561, 6.513, -3.153], [6.762, 5.241, -2.955], [5.013, 4.851, -3.203], [6.212, 3.110, -5.008], [7.745, 3.775, -5.059], [7.000, 3.826, -6.418], [8.084, 6.774, -3.933], [-7.782, -8.407, -0.411], [-6.912, -7.638, -1.568], [-7.954, -6.710, -2.236], [-5.838, -6.707, -0.932], [-4.677, -7.436, -0.490], [-4.114, -8.224, -1.690], [-5.091, -9.214, -2.371], [-4.445, -9.653, -3.654], [-5.159, -10.523, -1.471], [-6.366, -8.480, -2.623], [-7.308, -9.209, -3.296], [-7.279, -9.267, 0.030], [-8.003, -7.673, 0.364], [-8.684, -8.762, -0.910], [-8.785, -7.282, -2.649], [-8.346, -5.986, -1.521], [-7.503, -6.126, -3.040], [-5.380, -6.168, -1.761], [-6.334, -5.968, -0.303], [-3.969, -6.687, -0.135], [-4.836, -8.056, 0.393], [-3.224, -8.797, -1.430], [-3.787, -7.407, -2.333], [-4.340, -8.767, -4.281], [-5.017, -10.317, -4.302], [-3.473, -10.124, -3.512], [-5.610, -10.381, -0.489], [-4.161, -10.950, -1.372], [-5.824, -11.248, -1.940], [-7.190, -10.095, -2.947], [-3.822, -0.863, -6.543], [-4.392, -1.455, -5.159], [-4.603, -0.328, -4.122], [-5.816, -2.097, -5.477], [-5.779, -3.544, -5.977], [-5.005, -4.289, -4.849], [-3.504, -3.822, -4.828], [-2.921, -4.588, -3.618], [-2.876, -4.404, -6.051], [-3.411, -2.410, -4.652], [-2.171, -1.898, -4.539], [-3.083, -0.081, -6.369], [-3.540, -1.691, -7.193], [-4.591, -0.344, -7.115], [-3.840, 0.444, -4.228], [-5.446, 0.293, -4.427], [-4.706, -0.816, -3.153], [-6.642, -1.940, -4.783], [-6.234, -1.599, -6.352], [-6.740, -4.034, -6.129], [-5.157, -3.414, -6.863], [-5.060, -5.363, -5.032], [-5.486, -4.173, -3.878], [-2.902, -5.672, -3.730], [-3.346, -4.257, -2.670], [-1.881, -4.347, -3.399], [-2.978, -3.909, -7.017], [-3.434, -5.289, -6.358], [-1.864, -4.797, -5.957], [-1.812, -2.024, -5.421], [-6.175, -0.507, 3.798], [-5.847, -2.059, 3.748], [-5.045, -2.365, 5.032], [-7.172, -2.831, 3.920], [-8.034, -2.971, 2.637], [-7.175, -3.441, 1.456], [-5.851, -2.645, 1.227], [-5.061, -3.686, 0.353], [-5.943, -1.357, 0.411], [-5.111, -2.471, 2.495], [-3.897, -1.776, 2.336], [-5.426, 0.018, 3.206], [-7.189, -0.235, 3.504], [-5.928, -0.162, 4.802], [-4.723, -3.403, 5.110], [-4.128, -1.788, 5.152], [-5.685, -2.265, 5.909], [-6.923, -3.832, 4.273], [-7.670, -2.397, 4.787], [-8.844, -3.681, 2.800], [-8.404, -2.009, 2.283], [-7.756, -3.274, 0.549], [-6.957, -4.496, 1.621], [-4.803, -4.565, 0.943], [-4.101, -3.392, -0.071], [-5.589, -4.078, -0.516], [-6.659, -1.309, -0.410], [-5.025, -0.815, 0.185], [-6.451, -0.633, 1.049], [-3.266, -2.494, 2.255], [0.722, 0.318, 5.233], [0.656, -0.513, 6.512], [-0.785, -1.097, 6.764], [1.619, -1.820, 6.309], [2.014, -2.456, 7.724], [2.738, -1.383, 8.536], [1.763, -0.229, 8.857], [0.792, -0.745, 9.881], [2.508, 0.994, 9.543], [1.174, 0.359, 7.560], [0.403, 1.552, 7.736], [1.693, 0.357, 4.740], [0.244, -0.224, 4.418], [0.481, 1.379, 5.306], [-0.852, -1.835, 7.563], [-1.521, -0.299, 6.863], [-1.221, -1.540, 5.869], [1.135, -2.686, 5.856], [2.404, -1.759, 5.555], [1.103, -2.726, 8.258], [2.600, -3.369, 7.613], [3.652, -1.061, 8.036], [3.242, -1.778, 9.418], [0.223, 0.038, 10.381], [1.325, -1.395, 10.575], [0.027, -1.367, 9.414], [2.902, 0.716, 10.521], [1.943, 1.900, 9.762], [3.391, 1.252, 8.958], [0.716, 2.233, 7.136], [4.210, -4.189, -1.690], [5.182, -3.163, -1.225], [5.715, -2.425, -2.416], [4.322, -2.078, -0.337], [5.225, -1.142, 0.428], [6.290, -1.913, 1.304], [7.067, -2.991, 0.503], [8.239, -2.296, -0.250], [7.657, -3.992, 1.567], [6.240, -3.827, -0.370], [7.076, -4.748, -0.996], [3.753, -3.907, -2.638], [4.777, -5.019, -2.113], [3.419, -4.459, -0.990], [4.880, -2.108, -3.042], [6.340, -1.555, -2.213], [6.305, -3.129, -3.003], [3.766, -1.396, -0.979], [3.878, -2.709, 0.433], [5.716, -0.384, -0.183], [4.554, -0.632, 1.119], [5.877, -2.399, 2.188], [6.984, -1.213, 1.769], [8.953, -2.014, 0.523], [7.994, -1.451, -0.893], [8.723, -3.084, -0.828], [6.923, -4.671, 2.001], [8.285, -3.520, 2.323], [8.328, -4.708, 1.092], [7.121, -5.532, -0.444], [-5.868, 2.786, -0.041], [-5.804, 4.027, 0.951], [-6.781, 5.156, 0.458], [-6.391, 3.445, 2.265], [-6.052, 4.310, 3.550], [-4.544, 4.681, 3.545], [-3.928, 5.281, 2.248], [-4.142, 6.794, 1.943], [-2.399, 5.089, 2.478], [-4.336, 4.461, 1.082], [-3.748, 4.793, -0.075], [-6.872, 2.369, 0.037], [-5.575, 2.994, -1.070], [-5.172, 2.046, 0.355], [-6.519, 5.764, -0.408], [-7.693, 4.701, 0.070], [-7.032, 5.904, 1.209], [-7.480, 3.461, 2.276], [-6.104, 2.420, 2.501], [-6.581, 5.260, 3.628], [-6.174, 3.698, 4.443], [-4.043, 3.795, 3.934], [-4.420, 5.448, 4.309], [-3.878, 7.521, 2.711], [-5.180, 6.886, 1.626], [-3.545, 7.133, 1.096], [-2.064, 4.053, 2.512], [-2.102, 5.543, 3.424], [-1.743, 5.462, 1.692], [-3.015, 4.177, -0.156], [-0.508, -2.303, -0.092], [-0.293, -1.018, -0.943], [0.483, -1.166, -2.268], [-1.708, -0.422, -1.234], [-1.730, 0.926, -1.904], [-1.092, 1.886, -1.026], [0.292, 1.425, -0.420], [1.442, 1.935, -1.279], [0.400, 2.140, 1.058], [0.314, -0.018, -0.072], [1.444, -0.411, 0.504], [0.429, -2.678, 0.318], [-1.082, -2.329, 0.834], [-0.872, -3.091, -0.752], [0.006, -1.874, -2.946], [0.620, -0.190, -2.735], [1.486, -1.572, -2.133], [-2.231, -1.028, -1.974], [-2.338, -0.323, -0.350], [-1.243, 0.998, -2.876], [-2.796, 1.049, -2.099], [-1.734, 2.289, -0.242], [-0.925, 2.752, -1.666], [2.360, 1.608, -0.790], [1.513, 3.022, -1.241], [1.431, 1.783, -2.358], [0.209, 3.211, 1.121], [1.358, 1.812, 1.461], [-0.306, 1.795, 1.814], [1.297, -0.251, 1.439], [1.444, 7.599, -4.461], [0.168, 7.333, -3.752], [-0.614, 6.341, -4.524], [0.492, 6.809, -2.277], [-0.622, 6.813, -1.203], [-1.217, 8.248, -1.065], [-1.583, 8.963, -2.436], [-2.961, 8.474, -2.948], [-1.598, 10.434, -2.099], [-0.482, 8.663, -3.492], [-0.742, 9.321, -4.693], [2.042, 6.687, -4.473], [1.435, 7.877, -5.515], [2.089, 8.211, -3.830], [-0.127, 5.527, -5.061], [-1.439, 5.869, -3.991], [-1.038, 6.777, -5.428], [0.981, 5.836, -2.322], [1.345, 7.354, -1.874], [-1.465, 6.178, -1.476], [-0.160, 6.480, -0.273], [-0.618, 8.961, -0.499], [-2.099, 8.068, -0.450], [-2.933, 7.398, -3.121], [-3.103, 8.889, -3.946], [-3.687, 8.931, -2.276], [-0.570, 10.729, -1.889], [-2.143, 10.747, -1.209], [-2.111, 10.965, -2.901], [-1.607, 9.035, -4.995], [0.187, -3.819, 3.329], [-0.528, -5.214, 3.392], [-2.012, -5.136, 3.179], [0.034, -6.070, 2.219], [-0.199, -7.579, 2.485], [0.583, -7.946, 3.726], [-0.151, -7.257, 4.952], [-1.417, -8.049, 5.193], [0.834, -7.471, 6.120], [-0.360, -5.783, 4.777], [-0.668, -5.135, 5.887], [0.096, -3.464, 2.303], [-0.354, -3.120, 3.966], [1.213, -4.033, 3.631], [-2.624, -4.663, 3.947], [-2.461, -4.659, 2.308], [-2.535, -6.068, 2.961], [-0.273, -5.784, 1.213], [1.096, -5.847, 2.114], [-1.237, -7.912, 2.501], [0.252, -7.999, 1.586], [1.565, -7.489, 3.605], [0.752, -9.016, 3.853], [-1.206, -9.119, 5.200], [-2.207, -7.837, 4.473], [-1.901, -7.768, 6.129], [1.337, -8.437, 6.148], [0.238, -7.439, 7.032], [1.480, -6.598, 6.028], [0.137, -4.815, 6.301]],
  "forces_ev_per_angstrom": [[-0.98, -1.22, 0.33], [0.63, 1.37, 1.93], [-0.38, 0.30, -0.90], [0.45, -0.05, 0.56], [-1.57, -1.25, -0.73], [0.01, 0.53, 1.84], [0.72, -0.97, 0.13], [0.19, 0.96, -0.88], [-0.12, 1.72, 0.73], [-1.86, 2.25, -1.45], [1.24, -1.21, 0.10], [-0.05, -0.15, 0.30], [0.02, 0.03, -0.40], [-0.20, 0.15, 0.43], [-0.02, 0.19, 0.05], [0.21, -0.34, -0.27], [-0.32, -0.41, 0.52], [0.93, 0.00, -0.89], [-0.19, 0.17, -0.02], [0.62, -0.57, -0.07], [-0.38, -0.06, -0.45], [0.86, -0.11, -0.94], [-0.05, -0.22, 0.32], [0.02, -0.03, 0.42], [-0.19, -0.14, -0.38], [-0.03, -0.37, 0.08], [0.20, 0.20, -0.20], [0.21, -0.07, -0.05], [-0.18, -0.18, 0.00], [0.19, -0.52, -0.16], [-0.59, -0.76, -0.04], [-0.08, -1.25, -0.83], [0.09, -0.32, 0.24], [2.54, -0.92, -0.50], [0.01, -0.81, 0.92], [0.40, 1.66, -0.88], [-1.66, 1.90, 0.51], [0.17, -1.72, 0.25], [1.57, -1.49, -0.08], [-1.91, 1.20, -4.21], [0.67, -0.34, 1.50], [0.58, 1.02, 0.56], [-1.10, 0.24, -0.06], [0.31, 0.18, 0.22], [0.22, -0.96, -0.10], [-0.40, 0.48, 0.14], [-0.82, 0.11, -0.40], [-1.23, -0.37, 0.07], [0.48, 0.62, -0.03], [-0.73, 0.41, 1.01], [1.87, 0.44, -1.29], [-0.21, 0.21, 0.39], [0.00, -0.54, 1.30], [0.02, 0.07, -0.67], [-0.15, -0.25, 0.51], [0.19, -0.28, 0.51], [-0.58, 0.21, -0.11], [0.21, 0.79, 1.12], [-1.20, 0.45, -0.55], [1.36, 0.00, 0.54], [1.27, 0.53, -1.47], [-2.01, 0.25, 1.27], [0.19, -0.05, -0.04], [-1.92, -0.16, -2.36], [1.74, -1.42, 1.77], [-0.06, 0.38, 0.68], [-0.06, -0.06, 1.41], [-0.08, 0.49, -1.53], [-1.02, 0.86, -0.28], [2.86, 1.15, 0.80], [-0.64, -0.89, -0.40], [0.10, 0.15, 0.04], [-0.20, -0.13, -0.01], [-0.12, 0.04, 0.28], [0.04, 0.04, 0.00], [-0.08, -0.10, 0.20], [0.15, -0.10, -0.12], [-0.63, 0.72, -0.45], [0.20, -0.46, 0.35], [0.58, -0.12, -0.13], [-0.25, -0.37, 0.03], [0.06, 0.06, 0.16], [-0.04, -0.35, -0.74], [0.36, 0.15, -0.04], [-0.36, -0.28, 0.43], [0.01, 0.16, 0.22], [0.35, 0.30, 0.11], [-0.13, -0.01, -0.05], [0.19, -0.32, -0.25], [-0.57, -0.58, 0.05], [-1.31, 0.03, 0.87], [-0.57, 0.54, -1.59], [0.11, 0.09, -1.39], [-0.59, 0.08, -1.20], [1.52, 0.39, 2.27], [0.02, 0.31, -1.21], [-1.21, -1.86, 1.26], [1.14, 0.76, 0.68], [0.45, -1.41, -2.15], [-3.41, -0.36, 1.45], [1.52, 0.28, -0.11], [0.52, -0.53, -0.05], [0.60, 0.14, 0.07], [-0.35, 0.02, 0.23], [0.74, -0.47, 0.70], [-0.69, -0.46, 0.29], [0.00, 0.58, 0.13], [0.63, -0.06, 0.94], [0.31, 0.82, -0.01], [-0.01, 0.44, -0.37], [-0.26, -1.05, -0.38], [0.47, -0.12, 0.02], [-0.06, 0.52, 0.06], [-0.55, 0.02, -0.11], [-0.80, -0.28, -0.08], [0.41, 0.24, -0.62], [0.34, 0.96, 0.25], [-0.08, -0.44, 0.47], [0.25, 0.51, 0.18], [0.85, 0.30, -0.45], [1.23, -0.67, 0.00], [-0.19, 1.18, -0.13], [0.52, -0.68, -0.31], [0.24, -0.60, -0.85], [1.08, 0.69, 0.13], [-0.01, 0.99, 0.78], [1.35, -1.45, -1.23], [0.79, -0.26, 0.12], [-1.57, 1.52, 1.19], [-1.49, -1.26, 1.26], [-0.36, 0.38, -0.09], [-0.20, 0.06, -0.41], [0.09, -0.05, -0.02], [-0.61, 0.08, 0.19], [-0.01, -0.27, -0.50], [-0.19, 0.35, -0.07], [-0.05, 0.53, -0.05], [0.11, -0.33, -0.20], [-0.35, 0.30, -0.28], [-0.16, 0.24, -0.02], [-0.51, 0.19, 0.57], [0.00, -0.50, -0.15], [0.22, -0.03, -0.34], [-0.21, -0.09, 0.33], [0.13, 0.79, 0.17], [-0.51, 0.45, 0.10], [0.43, -0.83, -0.55], [0.25, -0.75, -0.23], [-0.05, 0.31, 0.48], [0.30, -0.07, 0.09], [0.50, -0.55, -1.33], [0.19, -1.65, -0.58], [-0.10, 0.87, -0.84], [-0.79, -0.74, 1.76], [0.37, 1.51, -1.08], [0.51, 0.14, -0.49], [0.41, 2.69, 0.09], [-1.42, -0.53, -0.18], [0.66, -0.95, -0.24], [1.91, -0.74, 0.67], [-0.74, -1.26, 0.91], [0.83, -0.12, 0.87], [-1.11, 0.37, 0.06], [-0.83, -0.35, 0.01], [0.07, 0.27, 0.03], [0.19, 0.32, 0.89], [0.63, -0.56, -0.31], [-1.28, 0.44, -0.22], [0.71, 1.00, 0.67], [-0.08, -0.13, -0.18], [0.13, 0.07, -0.16], [-0.29, 0.49, -0.80], [-0.81, -0.07, 0.68], [0.30, 0.09, 0.16], [-0.10, 0.29, 0.31], [-0.01, -0.12, 0.03], [-0.03, -0.47, 0.09], [-0.46, -0.29, -0.55], [-0.07, 0.19, -0.22], [0.67, -0.27, -0.12], [-0.11, -0.95, -1.50], [-0.30, 1.60, 1.41], [0.61, -0.07, -0.94], [3.09, -1.50, -0.31], [0.92, -0.62, 1.68], [-0.84, -0.09, -0.96], [0.85, 0.36, 0.85], [0.17, -1.14, 0.62], [0.62, -0.14, -0.90], [-2.03, 1.27, 1.62], [0.15, 0.09, -1.67], [-0.54, 0.71, 0.22], [0.03, -0.70, 0.78], [0.35, -0.25, 0.10], [0.02, 0.13, -0.02], [-0.08, -0.07, 0.22], [0.18, 0.06, -0.24], [-0.87, -0.95, -0.05], [-1.08, 0.31, -0.34], [0.01, -0.09, -0.14], [0.14, 0.47, 0.07], [-0.77, -0.11, -0.18], [0.33, 0.09, -0.39], [0.11, 0.40, -0.14], [-0.18, -0.07, 0.24], [0.10, 0.23, -0.30], [-0.48, 0.60, 0.26], [-0.35, 0.25, 0.15], [0.33, 0.19, -0.31], [-0.49, 0.00, 0.20], [0.51, 1.01, 0.92], [0.21, -0.14, -1.25], [0.05, -0.13, -0.40], [0.30, 1.75, 1.96], [1.59, -0.12, -1.37], [-1.16, 0.64, 0.10], [1.54, -0.41, -0.38], [-0.65, -0.38, -0.09], [0.35, -0.31, -0.37], [-2.64, -2.09, 3.71], [0.62, 1.06, -2.02], [-0.02, 0.03, -0.32], [-0.24, 0.22, 0.03], [0.05, -0.11, -0.01], [1.01, -0.22, -0.08], [-0.28, -0.25, 0.53], [-0.11, -0.33, 0.35], [-0.11, -0.19, -0.77], [0.38, -0.02, -0.42], [-0.60, -0.30, -0.15], [-0.52, 0.19, 0.02], [0.61, 0.03, -0.61], [0.21, 0.07, 0.16], [-0.27, -0.37, 0.50], [-0.05, 0.52, 0.26], [0.10, -0.53, -0.22], [-0.59, -0.40, 0.31], [-0.02, 0.17, -0.03], [-0.31, 0.70, -0.18], [0.15, -0.17, -0.25], [1.23, -0.78, -0.77], [-1.35, 0.92, 0.86], [0.20, -0.86, 0.37], [0.24, -0.93, -1.43], [-0.65, -1.36, -0.49], [1.19, 1.99, 0.80], [-1.35, 1.19, 1.77], [0.65, 0.65, 0.53], [0.07, -0.94, -0.97], [-3.58, 1.64, -1.29], [3.04, -0.67, 0.97], [0.52, 0.06, -0.53], [-0.78, 1.05, -0.37], [-0.22, -0.09, -0.01], [-0.33, 0.23, -0.13], [-0.28, -0.18, -0.08], [0.15, 0.03, 0.42], [0.00, -0.86, 0.33], [0.26, -0.34, 0.32], [0.04, -0.64, -0.17], [-0.03, 0.86, 0.02], [-0.20, -0.52, 0.37], [0.55, 0.50, 0.29], [0.29, -0.33, -0.51], [-0.32, 0.25, 0.41], [-0.14, -0.82, 0.12], [0.71, 0.22, -0.65], [0.34, 0.80, 0.02], [-0.53, -0.76, -0.50], [0.16, -0.28, 0.31], [2.13, -0.57, 0.21], [-0.43, 0.53, 2.86], [-1.93, -0.96, -1.47], [0.45, -0.23, -0.38], [0.46, 1.49, -1.41], [0.07, -0.80, -0.68], [0.50, -2.34, 0.40], [1.41, 0.76, -0.27], [-0.02, 0.53, -0.58], [-0.15, 0.25, 1.47], [0.06, 0.47, -0.12], [-0.22, -0.57, 0.00], [-0.49, 0.56, 0.25], [-0.19, 0.76, -0.41], [0.99, -0.17, 0.80], [-0.07, 0.12, 0.22], [-0.46, 0.72, 0.09], [-0.47, -0.56, -0.44], [-0.16, 0.81, -0.07], [0.13, -0.36, 0.06], [-0.31, -0.07, 0.11], [0.50, -0.35, -0.01], [-0.46, 0.58, -0.22], [-0.55, -0.05, 0.70], [-0.39, 0.30, -0.02], [-0.45, -0.75, -0.14], [-0.01, 0.39, -0.59], [-0.30, -0.79, 0.25], [0.65, 0.44, -0.23], [-0.35, -0.22, -0.31], [-1.32, -1.32, -0.01], [-0.67, 1.31, 0.27], [-2.69, 0.56, -0.73], [0.08, -0.59, 1.54], [1.30, 0.48, -1.53], [-0.85, 1.75, 0.00], [1.18, -1.04, -0.30], [-0.99, 0.31, 0.29], [-1.24, 0.65, 0.26], [2.94, -4.04, -4.10], [-1.73, 1.62, 1.59], [0.37, 0.07, 0.07], [0.39, 0.11, 0.25], [0.07, 0.57, -0.04], [0.50, -0.04, 0.69], [0.99, 0.93, -0.78], [0.58, -0.80, 0.68], [-1.05, 0.37, 0.32], [0.43, -0.49, 0.47], [-0.03, 0.32, 0.09], [-0.04, -0.73, 0.01], [0.21, -0.01, 0.18], [-0.43, 0.03, 0.35], [-0.08, -0.03, 0.08], [0.21, -0.15, -0.37], [0.26, -0.06, 0.33], [0.17, 0.18, -0.44], [0.32, 0.35, 0.34], [0.63, -0.41, 0.50], [0.41, 0.18, 0.02]],
  "mulliken_charge": [-1.989, 1.600, -1.771, -0.739, -0.987, -1.072, 1.522, -1.772, -2.438, 0.586, -0.514, 0.407, 0.470, 0.375, 0.291, 0.492, 0.311, 0.501, -0.062, 0.381, 0.478, 0.393, 0.503, 0.452, 0.325, 0.386, 0.509, 0.502, 0.482, 0.320, -1.597, 1.208, -1.857, -1.042, -0.954, -1.253, 2.063, -2.160, -1.808, 0.236, -0.486, 0.343, 0.365, 0.401, 0.376, 0.390, 0.447, 0.386, 0.374, 0.428, 0.347, 0.823, 0.124, 0.386, 0.396, 0.462, 0.447, 0.377, 0.316, 0.396, -1.678, 1.572, -1.665, 0.840, -1.095, -0.749, 1.307, -1.733, -1.626, 0.479, -0.514, 0.285, 0.295, 0.446, 0.478, 0.343, 0.245, -0.594, -0.208, 0.388, 0.382, 0.629, -0.338, 0.325, 0.341, 0.389, 0.305, 0.431, 0.432, 0.419, -1.764, 1.780, -1.954, -1.287, -0.927, -1.093, 1.547, -1.931, -1.866, 0.688, -0.186, 0.329, 0.411, 0.446, 0.262, 0.570, 0.344, 0.425, 0.465, 0.466, 0.313, 0.500, 0.059, 0.397, 0.108, 0.487, 0.293, 0.381, 0.456, 0.306, -1.691, 2.074, -2.446, -1.893, -0.923, -1.204, 2.497, -2.206, -1.931, 0.660, -0.064, 0.235, 0.247, 0.545, 0.486, 0.547, 0.469, 0.539, 0.501, 0.478, 0.335, 0.446, 0.238, 0.687, -0.188, 0.476, 0.479, -0.026, 0.560, 0.054, -1.942, 2.051, -1.520, 0.093, -1.054, -1.366, 1.319, -1.609, -1.914, 0.379, -0.476, 0.507, 0.227, 0.335, 0.222, 0.432, 0.183, -0.868, 0.599, 0.292, 0.656, 0.375, 0.486, 0.417, 0.338, 0.345, 0.437, 0.363, 0.399, 0.331, -1.780, 1.979, -1.981, -0.503, -0.500, -1.603, 1.692, -1.812, -2.030, 0.310, -0.499, 0.389, 0.514, 0.251, 0.492, 0.268, 0.411, -0.067, 0.359, 0.157, 0.297, 0.392, 0.424, 0.518, 0.220, 0.380, 0.441, 0.397, 0.533, 0.355, -2.135, 1.804, -1.943, -0.481, -0.939, -1.399, 1.734, -0.979, -1.832, 0.360, -0.185, 0.465, 0.450, 0.383, 0.269, 0.461, 0.426, 0.444, -0.306, 0.383, 0.424, 0.462, 0.459, 0.400, 0.358, -0.220, 0.405, 0.512, 0.055, 0.282, -2.080, 1.972, -1.287, -1.174, -1.195, -0.145, 1.857, -2.070, -2.113, 0.382, 0.451, 0.317, 0.301, 0.212, 0.207, 0.243, 0.113, 0.267, 0.350, 0.100, 0.570, -0.160, 0.361, 0.237, 0.435, 0.313, 0.312, 0.506, 0.468, -0.019, -2.321, 2.379, -1.834, -1.743, 0.228, -0.855, 1.538, -1.734, -2.030, 0.085, -0.463, 0.499, 0.476, 0.524, 0.352, 0.240, 0.422, 0.450, 0.522, -0.114, 0.383, 0.513, -0.343, 0.302, 0.456, 0.481, 0.495, 0.360, 0.385, 0.344, -0.869, 2.579, -2.215, -1.389, -0.887, -1.171, 1.189, -1.722, -1.887, 0.816, -0.471, -0.377, -0.318, 0.655, 0.566, 0.244, 0.185, 0.359, 0.627, 0.343, 0.486, 0.396, 0.533, 0.363, 0.298, 0.436, 0.365, 0.350, 0.401, 0.219]
}